# 1
The following is a DFT calculation (wB97M-V/def2-TZVPD) of one molecule with the formula C3H5N3O3 at a distorted geometry.

Each line ends with the Mulliken charge.
Geometry (Å):
N -1.4232 -2.4159 -1.2110  -0.393
C -1.6016 -1.0873 -1.3931  0.530
O -2.7839 -0.8318 -1.1372  -0.642
N -0.5932 -0.1447 -1.3099  -0.032
N 0.7180 -0.5047 -0.9436  -0.445
C 1.2206 0.2145 0.0582  -0.067
C 2.5765 -0.0562 0.6777  0.310
O 2.7738 0.4373 1.6873  -0.434
O 3.4796 -0.8835 0.1039  -0.470
H -0.4182 -2.7006 -1.1319  0.239
H -2.1601 -3.0435 -0.9599  0.227
H -0.8501 0.8936 -1.1834  0.291
H 0.5450 0.9141 0.4513  0.522
H 4.3292 -0.7550 0.6698  0.364

Energy relative to the best compared isomer or geometry (same formula, charge and spin) ... 254.7 kJ/mol
Structure (SMILES) ... NC(=O)N/N=C/C(=O)O
Orbital gap ... 9.33 eV
DFT total energy ... -13802.9982 eV
LUMO level ... -0.35 eV
HOMO level ... -9.683 eV

# 2
The following is a DFT calculation (wB97M-V/def2-TZVPD) of one molecule with the formula C3H5N3O3 at a distorted geometry.

Each line ends with the Mulliken charge.
Geometry (Å):
N 2.2730 -1.1708 0.4202  -0.813
N 1.2442 -0.3285 0.1016  0.406
C 1.0103 0.8926 0.7577  -0.502
C -0.3230 1.2057 0.5089  0.199
O -1.1573 2.1869 0.8319  -0.497
N -0.8825 0.0583 -0.1391  0.295
O -2.1103 -0.0497 -0.7641  -0.418
C 0.1027 -0.7633 -0.5052  0.402
O -0.0646 -1.8446 -1.0574  -0.705
H 1.9910 -2.0202 0.8785  0.251
H 2.7184 -1.5548 -0.4483  0.273
H 1.8678 1.4952 1.1610  0.346
H -0.9841 2.8430 0.0920  0.385
H -2.1188 -1.0268 -1.0142  0.378

Energy relative to the best compared isomer or geometry (same formula, charge and spin) ... 383.0 kJ/mol
Structure (SMILES) ... Nn1cc(O)n(O)c1=O
Orbital gap ... 8.63 eV
DFT total energy ... -13801.6692 eV
LUMO level ... 0.45 eV
HOMO level ... -8.175 eV

# 3
The following is a DFT calculation (wB97M-V/def2-TZVPD) of one molecule with the formula C3H5N3OS at a distorted geometry.

Each line ends with the Mulliken charge.
Geometry (Å):
C -1.6543 -0.7537 -0.2000  -0.245
C 0.1173 1.2041 -0.3739  0.464
C 2.2811 0.1634 -0.1512  -0.808
N 0.5097 -0.2703 1.3712  -0.695
N 0.9609 0.2721 0.4010  0.630
N -2.8350 -1.2838 0.1330  -0.228
O 0.5772 2.2775 -0.6603  -0.448
S -1.6996 1.0343 -0.2236  -0.111
H 3.0815 -0.4540 0.4577  0.282
H 2.3886 -0.3165 -1.1615  0.307
H 2.6752 1.1339 -0.4104  0.332
H -2.6231 -2.1669 0.5787  0.309
H -3.7796 -0.8400 0.2391  0.212

Energy relative to the best compared isomer or geometry (same formula, charge and spin) ... 549.6 kJ/mol
Orbital gap ... 8.08 eV
DFT total energy ... -20539.9630 eV
LUMO level ... 0.05 eV
HOMO level ... -8.036 eV

# 4
The following is a DFT calculation (wB97M-V/def2-TZVPD) of C3H5N3OS as an isolated structure at a distorted geometry.

Each line ends with the Mulliken charge.
Geometry (Å):
C 2.3471 0.0436 -0.0264  0.673
C -0.8930 -0.2869 0.1329  0.107
C -2.0346 0.5216 -0.0368  -0.085
H 3.2422 -1.9711 0.0640  0.266
H 4.1524 -0.3968 -0.5224  0.253
H 3.2150 1.8014 0.4315  0.209
H -1.1867 -1.5557 0.6102  0.227
H -1.9750 1.6249 -0.3764  0.309
N 3.3954 -0.8536 0.0243  -0.525
N 2.4234 1.3473 0.1323  -0.655
N 0.1998 0.4273 -0.1576  -0.368
O 1.1709 -0.5862 -0.0958  -0.155
S -3.4664 -0.1831 0.0093  -0.255

Energy relative to the best compared isomer or geometry (same formula, charge and spin) ... 545.0 kJ/mol
Orbital gap ... 7.93 eV
DFT total energy ... -20540.0104 eV
LUMO level ... -1.10 eV
HOMO level ... -9.030 eV

# 5
The following is a DFT calculation (wB97M-V/def2-TZVPD) of one molecule with the formula C3H5N3OS at a distorted geometry.

Each line ends with the Mulliken charge.
Geometry (Å):
C 0.8272 -1.1048 -1.0923  -0.794
N 0.4594 0.2333 -0.6024  0.079
N 0.3450 0.0300 0.8377  -0.332
C -0.7277 0.8291 1.1070  0.596
O -0.9290 1.2427 2.3574  -0.453
N -1.4099 1.2260 0.0896  -0.436
C -0.7904 0.7375 -0.9861  0.237
S -1.4159 0.5346 -2.4580  -0.368
H 1.9448 -1.4330 -0.9462  0.241
H 0.7610 -1.3730 -2.2065  0.309
H 0.2522 -1.8938 -0.4291  0.322
H 1.2428 0.1852 1.2671  0.266
H -0.5596 0.7862 3.0619  0.331

Energy relative to the best compared isomer or geometry (same formula, charge and spin) ... 238.7 kJ/mol
Structure (SMILES) ... Cn1[nH]c(O)nc1=S
Orbital gap ... 8.45 eV
DFT total energy ... -20543.1849 eV
LUMO level ... 0.09 eV
HOMO level ... -8.363 eV

# 6
The following is a DFT calculation (wB97M-V/def2-TZVPD) of one molecule with the formula C3H5N3OS at a distorted geometry.

Each line ends with the Mulliken charge.
Geometry (Å):
S 1.7626 1.9079 1.5950  -0.141
N 1.3140 1.5092 -0.0009  -0.280
C 0.3468 0.5764 -0.2999  0.556
N -0.3894 0.7383 -1.3441  -0.468
N -1.0553 -0.3958 -1.7976  -0.374
C -1.3435 -1.2812 -0.9451  0.008
C -0.9402 -1.1355 0.5007  -0.282
O 0.3340 -0.4805 0.5201  -0.332
H 2.8936 1.1791 1.6547  0.140
H 1.4032 2.2480 -0.6529  0.286
H -1.8811 -2.1985 -1.2863  0.373
H -1.6442 -0.5647 1.0687  0.280
H -0.8005 -2.1027 0.9877  0.235

Energy relative to the best compared isomer or geometry (same formula, charge and spin) ... 251.6 kJ/mol
Structure (SMILES) ... SNC1=NN=CCO1
Orbital gap ... 9.63 eV
DFT total energy ... -20543.0512 eV
LUMO level ... 0.68 eV
HOMO level ... -8.949 eV

# 7
The following is a DFT calculation (wB97M-V/def2-TZVPD) of an isolated ion of composition C3H5N3P and charge +1 at a distorted geometry.

Each line ends with the Mulliken charge.
Geometry (Å):
N 0.9523 1.0993 -1.1752  -0.835
N 0.1424 0.3239 -0.4062  0.549
C 0.6977 -0.3141 0.6701  0.056
C 0.0153 -1.1423 1.4981  -0.436
P -1.7208 -1.5053 1.2710  0.200
N -2.0162 -0.6908 -0.0774  -0.381
C -1.1166 0.1134 -0.7718  0.286
H 1.7607 1.4794 -0.6991  0.259
H 0.4780 1.7569 -1.7815  0.269
H 1.7530 -0.1106 0.8178  0.348
H 0.5538 -1.5903 2.3216  0.355
H -1.4994 0.5805 -1.6674  0.329

Energy relative to the best compared isomer or geometry (same formula, charge and spin) ... 0.0 kJ/mol
Net charge ... +1
Structure (SMILES) ... N[n+]1ccpnc1
Orbital gap ... 9.01 eV
DFT total energy ... -16942.5151 eV
LUMO level ... -5.56 eV
HOMO level ... -14.573 eV

# 8
The following is a DFT calculation (wB97M-V/def2-TZVPD) of one molecule with the formula C3H5N3S at a distorted geometry.

Each line ends with the Mulliken charge.
Geometry (Å):
H -3.1383 -0.3187 1.0210  0.239
N -2.1780 -0.5069 0.7215  -0.541
C -1.6322 0.5746 0.3145  -0.010
N -0.3165 0.6488 -0.0306  -0.108
C 0.6042 -0.4264 -0.1633  0.674
C 2.0118 0.0136 -0.5180  -0.324
S 2.3836 1.4448 -1.1755  -0.260
N 0.2630 -1.6324 0.1223  -0.569
H 1.0689 -2.2105 -0.0352  0.229
H -2.0187 1.6046 0.5096  0.294
H 0.0955 1.5070 -0.3494  0.119
H 2.8566 -0.6984 -0.4170  0.256

Energy relative to the best compared isomer or geometry (same formula, charge and spin) ... 173.3 kJ/mol
Structure (SMILES) ... [H]/N=C/N/C(C=S)=N/[H]
Orbital gap ... 7.99 eV
DFT total energy ... -18496.1012 eV
LUMO level ... -1.34 eV
HOMO level ... -9.325 eV

# 9
The following is a DFT calculation (wB97M-V/def2-TZVPD) of one molecule with the formula C3H5N3S at a distorted geometry.

Each line ends with the Mulliken charge.
Geometry (Å):
S 2.9800 -0.4154 -0.1519  -0.160
N 1.6292 0.5557 -0.2023  -0.330
C 0.3285 0.1304 -0.1787  0.686
C -0.8370 0.9529 -0.1801  -0.500
C -1.8635 0.0621 -0.0012  -0.425
N -1.3165 -1.1797 -0.1175  0.186
N 0.0256 -1.1590 -0.2126  -0.741
H 2.9646 -0.7881 1.1910  0.127
H 1.7373 1.6099 0.0486  0.270
H -0.9194 2.0592 -0.0741  0.274
H -2.9525 0.2537 0.1587  0.370
H -1.7763 -2.0817 -0.2800  0.242

Energy relative to the best compared isomer or geometry (same formula, charge and spin) ... 153.1 kJ/mol
Structure (SMILES) ... SNc1cc[nH]n1
Orbital gap ... 9.13 eV
DFT total energy ... -18496.3112 eV
LUMO level ... 0.94 eV
HOMO level ... -8.186 eV

# 10
The following is a DFT calculation (wB97M-V/def2-TZVPD) of one molecule with the formula C3H5N3S at a distorted geometry.

Each line ends with the Mulliken charge.
Geometry (Å):
H 0.3548 -2.5129 -1.1310  0.213
N -0.3401 -1.7557 -1.1742  -0.705
C 0.0430 -0.7873 -0.3925  0.521
C 1.1687 -0.5826 0.5058  -0.464
C 1.0579 0.6712 1.0131  -0.398
N -0.0450 1.3354 0.4827  -0.299
N -0.7503 0.3909 -0.2628  0.088
S -1.6908 0.9908 -1.6010  -0.138
H 1.9612 -1.2456 0.7193  0.391
H 1.7303 1.1483 1.7055  0.394
H -0.6368 1.7673 1.1801  0.244
H -2.8528 0.5803 -1.0450  0.155

Energy relative to the best compared isomer or geometry (same formula, charge and spin) ... 218.1 kJ/mol
Structure (SMILES) ... [H]/N=c1\cc[nH]n1S
Orbital gap ... 8.91 eV
DFT total energy ... -18495.6376 eV
LUMO level ... 0.79 eV
HOMO level ... -8.118 eV